# 1
{"formula": "C6H12IN2O2", "method": "the ωB97M-V functional and the def2-TZVPD basis", "species": ["I", "O", "O", "N", "N", "C", "C", "C", "C", "C", "C", "H", "H", "H", "H", "H", "H", "H", "H", "H", "H", "H", "H"], "xyz": [[3.17126, -2.69557, -4.16468], [-1.45382, 0.10833, 2.97852], [0.53162, 0.64312, -1.94215], [-0.47411, 1.44895, 1.39349], [-0.16993, -0.77065, -0.18851], [-0.93995, 2.73076, 1.99482], [0.27234, 0.31846, -0.73735], [-0.84478, 0.27726, 1.97907], [-0.40375, -0.99140, 1.21771], [-0.48735, -1.98276, -1.07004], [0.53028, 1.36161, 0.36081], [1.54363, 0.97449, 0.74332], [3.08108, -2.76572, -5.67850], [0.35948, -2.68765, -0.83950], [-1.24951, -2.53195, -0.54315], [0.71889, 2.29426, -0.02085], [-1.29101, -1.63053, 1.23278], [-1.74850, 2.42246, 2.68720], [0.29814, -1.52538, 1.85973], [-0.73158, -1.63875, -2.10741], [-1.38704, 3.32958, 1.24549], [-0.09836, 3.34540, 2.22652], [0.77300, -0.03431, -2.62733]], "atomic_forces_ev_per_a": [[0.1, 0.1, 2.2], [-1.2, 0.3, 1.6], [0.6, -0.4, -1.7], [-0.3, -0.3, 0.0], [0.2, -2.2, -3.4], [-0.3, -1.4, -1.0], [-0.6, 0.8, 4.1], [1.2, -0.5, -1.5], [-1.6, 0.7, 0.9], [1.5, 0.4, 1.4], [1.2, -2.1, 0.6], [-1.1, 0.7, -0.1], [-0.2, -0.1, -2.2], [-0.3, 0.7, -1.4], [-1.0, 0.3, -0.4], [0.3, 2.2, -1.2], [0.0, 0.2, 0.2], [1.1, 0.7, 0.3], [0.8, 0.1, -0.8], [0.4, -0.9, 1.0], [-0.9, 0.3, -1.2], [0.5, 0.1, 1.5], [-0.5, 0.3, 0.9]], "total_energy_ha": -793.21726, "multiplicity": 1, "lumo_ev": -3.531, "homo_lumo_gap_ha": 0.34725, "total_charge": 1}

***

# 2
{"formula": "C4H10OS", "method": "the ωB97M-V functional and the def2-TZVPD basis", "species": ["S", "O", "C", "C", "C", "C", "H", "H", "H", "H", "H", "H", "H", "H", "H", "H"], "xyz": [[-3.14383, -1.04448, 0.07281], [2.58571, 1.34343, 0.97332], [-0.50219, -0.33164, 0.34730], [-1.65186, -0.37375, -0.65315], [2.00120, 0.10797, 0.59071], [0.75561, 0.24220, -0.28233], [0.57730, 1.30861, -0.43428], [1.80185, -0.45859, 1.51170], [2.11440, 2.05648, 0.53819], [-0.31994, -1.34553, 0.73260], [-1.30923, -0.91426, -1.53407], [-0.82293, 0.19846, 1.25113], [0.90920, -0.19930, -1.27022], [-1.82061, 0.65106, -0.97387], [2.78297, -0.48448, 0.08026], [-3.95763, -0.75619, -0.95009]], "atomic_forces_ev_per_a": [[-0.3, -0.2, 0.1], [0.0, 0.1, 0.1], [-0.5, -0.9, 0.5], [0.8, 0.6, -0.2], [0.7, -0.7, 0.1], [-0.1, 0.2, 0.4], [0.0, 0.1, -0.2], [-0.3, 0.2, -0.1], [0.0, 0.1, 0.0], [0.1, 0.0, -0.3], [-0.2, -0.3, 0.0], [0.2, 0.3, -0.2], [0.0, 0.0, 0.1], [-0.2, 0.1, -0.1], [-0.3, 0.3, 0.0], [0.0, 0.0, 0.0]], "total_energy_ha": -631.80885, "multiplicity": 1, "lumo_ev": 0.902, "homo_lumo_gap_ha": 0.37027, "total_charge": 0}

***

# 3
{"formula": "C41H39BrEuN3O3Te", "method": "the ωB97M-V functional and the def2-TZVPD basis", "species": ["Eu", "Te", "Br", "O", "O", "O", "N", "N", "N", "C", "C", "C", "C", "C", "C", "C", "C", "C", "C", "C", "C", "C", "C", "C", "C", "C", "C", "C", "C", "C", "C", "C", "C", "C", "C", "C", "C", "C", "C", "C", "C", "C", "C", "C", "C", "C", "C", "C", "C", "C", "H", "H", "H", "H", "H", "H", "H", "H", "H", "H", "H", "H", "H", "H", "H", "H", "H", "H", "H", "H", "H", "H", "H", "H", "H", "H", "H", "H", "H", "H", "H", "H", "H", "H", "H", "H", "H", "H", "H"], "xyz": [[0.00000, 0.00000, 0.00000], [2.83650, -2.06400, -1.40230], [-0.83170, 2.06840, 1.56210], [-1.31440, -1.75330, -2.12030], [0.31280, 0.08400, 2.23280], [1.37250, -1.51270, 0.78180], [0.77370, -1.81970, -1.26560], [1.17620, -0.85010, 2.80690], [1.73610, -1.71360, 1.94510], [4.54190, -4.78180, -2.20350], [2.54450, -1.81690, 6.17550], [0.89800, -5.79670, -3.34520], [4.97680, -2.39270, -1.41640], [-1.11040, -5.15580, -4.51950], [2.90400, 1.64020, -4.74830], [9.23900, -3.14140, -1.52880], [-2.19470, 2.77360, -0.69920], [-1.97920, 3.18250, 0.59280], [3.60420, -2.08640, -4.65520], [2.53350, 1.89890, -3.42660], [0.85420, -4.60620, -2.61290], [7.27800, -1.64920, -1.08040], [1.42350, -0.85790, 4.21490], [2.87300, -0.44910, -2.84280], [-0.16730, -3.66200, -2.82930], [-3.64620, 4.66280, -1.06330], [3.23480, -0.70680, -4.18890], [5.90130, -1.38580, -1.03120], [-0.26600, -2.37830, -2.06400], [2.92930, 2.74030, -5.76920], [-3.03290, 3.50010, -1.56400], [5.49070, -0.02280, -0.55200], [2.50750, 0.87410, -2.46920], [-1.15760, -3.96470, -3.78950], [-3.41870, 5.07120, 0.25920], [1.92660, -0.88870, 7.00810], [2.06770, 1.25990, -1.07900], [-1.72020, 1.15270, -2.38180], [-3.20100, 3.01490, -2.87010], [6.85480, -3.89370, -1.85560], [-2.58000, 4.32800, 1.09500], [2.29440, -1.79930, 4.79780], [-2.54580, 1.84580, -3.27410], [3.24770, 0.34070, -5.12310], [0.81530, 0.06630, 5.08480], [5.47100, -3.66010, -1.81990], [-0.08070, -6.06990, -4.30030], [1.06080, 0.05440, 6.46290], [7.75920, -2.89290, -1.49180], [-1.54010, 1.61800, -1.08050], [2.11820, -0.89950, 8.07610], [1.60930, -4.45640, -1.86840], [-1.87520, -5.36990, -5.25490], [-0.04610, -6.99310, -4.86410], [5.89590, 0.75380, -1.23450], [3.52690, 0.14740, -6.15260], [2.76050, -2.78410, -4.47110], [-4.30200, 5.25450, -1.69790], [2.22730, 2.49940, -6.59500], [-1.21280, 0.24550, -2.69790], [7.23090, -4.86160, -2.16560], [3.95510, 2.84190, -6.18210], [4.50960, -2.43020, -4.12200], [-3.83870, 3.54090, -3.57620], [-3.89800, 5.97180, 0.63590], [0.13600, 0.80960, 4.67350], [-0.34180, -0.01670, -2.07960], [-2.67890, 1.47350, -4.28710], [5.89380, 0.14670, 0.46890], [-2.40520, 4.64580, 2.11830], [3.83450, -2.10970, -5.74160], [7.98350, -0.87840, -0.78940], [2.78840, -2.53390, 4.16810], [1.03940, 1.67720, -1.12110], [2.25690, 2.90660, -3.13730], [-1.97080, -3.27640, -3.98360], [1.69000, -6.51240, -3.16510], [2.63100, 3.71520, -5.32820], [9.66560, -3.00440, -0.51280], [3.22200, -2.55790, 6.58760], [9.47300, -4.17190, -1.87130], [4.40290, 0.09890, -0.49040], [0.57040, 0.78560, 7.09750], [9.72060, -2.42260, -2.22480], [5.09670, -5.70090, -2.48810], [2.75150, 2.03680, -0.67600], [3.91340, -4.48980, -3.06710], [2.05350, 0.42000, -0.36270], [3.89180, -5.03490, -1.34080]], "atomic_forces_ev_per_a": [[-1.1, -2.8, -0.2], [0.6, -0.8, 0.2], [-0.7, 2.3, 1.9], [-3.5, 0.6, -0.3], [1.0, -1.2, 1.5], [-0.7, 0.2, -0.7], [-5.4, -1.3, -4.6], [-0.6, 1.3, 2.2], [2.2, -1.5, 4.2], [-0.2, -0.4, -0.2], [-0.5, 0.4, -1.0], [-0.5, 0.4, -0.1], [2.2, 0.7, -1.2], [0.4, 0.2, 0.4], [-0.1, -0.1, 0.4], [0.5, -0.1, 0.0], [-0.2, -0.3, -1.0], [-0.7, 2.0, 1.5], [0.1, -0.4, -0.3], [0.2, -0.7, -0.2], [-0.6, -0.4, -0.5], [-0.5, -0.5, -0.1], [-0.5, 0.1, -2.3], [0.1, 0.3, -0.1], [0.1, -0.8, -0.3], [-0.1, 0.8, 1.2], [-0.1, 0.7, 0.0], [0.5, -1.1, -0.3], [5.1, 1.6, 2.6], [0.0, 0.4, -0.3], [-0.3, 0.5, 0.0], [0.0, 0.6, 0.2], [0.2, -0.8, -0.7], [0.5, -0.3, 0.0], [-0.5, -0.2, -1.5], [0.1, -0.1, 0.6], [0.2, 0.5, 0.2], [-1.5, 2.1, 0.6], [0.4, -1.1, -0.9], [-0.3, 0.6, 0.4], [0.7, -0.8, 0.3], [0.7, -0.8, 0.4], [-0.7, 1.1, -0.2], [-0.2, 0.1, 0.9], [-0.5, 0.7, 0.4], [0.8, 0.6, 0.3], [0.0, 0.2, 0.1], [0.0, -0.2, -1.1], [-0.3, -0.1, -0.1], [0.6, -1.8, -2.0], [0.0, 0.0, 0.0], [0.1, 0.3, 0.2], [-0.1, 0.0, 0.0], [0.0, -0.1, 0.0], [-0.2, -0.3, 0.4], [0.0, -0.1, -0.1], [0.6, 0.2, 0.1], [0.1, -0.1, 0.0], [0.4, 0.3, 0.3], [-0.7, -0.2, -0.8], [0.1, -0.1, 0.0], [-0.6, 0.1, 0.1], [-0.5, -0.1, -0.1], [0.0, 0.0, 0.1], [0.1, -0.1, -0.1], [0.1, -0.2, 0.0], [2.2, -0.8, 0.1], [-0.1, 0.1, 0.0], [-0.1, 0.0, -0.5], [0.0, -0.1, -0.1], [-0.2, 0.2, 0.5], [0.1, 0.1, 0.0], [-0.1, 0.2, 0.0], [0.5, 0.6, -0.3], [0.0, 0.1, 0.0], [0.1, 0.2, 0.3], [0.0, 0.0, 0.0], [0.2, -0.6, -0.3], [0.0, -0.1, -0.6], [0.0, 0.0, -0.1], [-0.1, 0.6, 0.2], [0.3, -0.1, -0.1], [0.0, 0.0, -0.1], [0.0, -0.4, 0.4], [-0.1, 0.5, 0.2], [-0.5, -0.4, 0.0], [0.1, -0.2, 0.6], [1.4, 0.2, -0.4], [0.1, 0.1, -0.6]], "total_energy_ha": -5527.64194, "multiplicity": 7, "lumo_ev": [4.131, 4.127], "homo_lumo_gap_ha": [0.12746, 0.17460], "total_charge": -2}